55
Properties=species:S:1:pos:R:3:forces:R:3:mulliken_charge:R:1 method="wB97M-V/def2-TZVPD" gap_ev=10.079 smiles=ClC(Cl)Cl.ClC(Cl)Cl.ClC(Cl)Cl.BrCCBr.BrCCBr.BrCCBr.BrCCBr.BrCCBr lumo_ev=0.1 total_charge=0 relative_energy_kcal_mol=0.0
Cl 1.87431 4.42569 0.75037 0.194 -0.023 -0.023 -0.055
C 2.52701 5.35591 2.11443 -0.192 0.000 -0.309 0.073
Cl 3.05147 6.95346 1.57524 -0.028 -0.049 0.049 -0.131
Cl 3.83088 4.49787 2.91654 -0.049 -0.024 0.007 -0.101
H 1.69698 5.48194 2.79568 0.101 0.056 0.183 0.203
Cl -1.87476 4.76733 0.05314 -0.021 -0.084 0.087 -0.117
C -2.25716 3.60024 1.34236 0.114 0.205 -0.760 -0.166
Cl -1.10006 3.73591 2.64234 -0.092 -0.055 0.315 -0.092
Cl -2.28983 1.96256 0.68049 -0.156 -0.039 0.160 -0.004
H -3.26042 3.83995 1.65889 -0.001 -0.037 0.354 0.362
Cl -4.58944 -2.63869 1.94428 -0.118 -0.047 0.083 -0.143
C -3.72678 -1.61628 0.81034 0.030 0.117 -0.061 0.332
Cl -4.81343 -0.70644 -0.23005 -0.112 0.006 0.000 -0.103
Cl -2.61744 -2.58451 -0.16478 0.130 -0.112 -0.065 -0.062
H -3.14426 -0.90269 1.37740 0.128 -0.015 0.052 -0.014
Br -3.70475 -2.36288 -6.11324 0.086 0.064 -0.002 -0.158
C -2.68427 -2.59326 -4.47091 -0.047 -0.069 -0.182 -0.623
C -2.11321 -1.31188 -3.89925 -0.307 -0.062 -0.304 -0.068
Br -3.40219 0.13768 -3.78532 -0.068 -0.050 -0.062 -0.122
H -1.85788 -3.22505 -4.78566 0.022 -0.133 0.246 0.409
H -3.34112 -3.13304 -3.80020 -0.004 0.079 0.166 0.326
H -1.28805 -1.00177 -4.53315 -0.004 0.353 0.137 0.343
H -1.79382 -1.44338 -2.87081 0.200 -0.220 -0.013 -0.096
Br 0.88548 -4.31504 -0.74845 -0.208 -0.073 -0.117 -0.153
C 1.29838 -4.91824 1.04621 0.766 -0.055 0.340 -0.356
C 0.14755 -4.68722 1.98808 0.200 -0.515 -0.261 -0.182
Br 0.65202 -5.36397 3.74118 0.041 0.104 0.069 -0.166
H 2.19295 -4.38660 1.36890 -0.144 0.258 -0.096 0.097
H 1.59047 -5.96126 0.97155 -0.293 -0.105 -0.074 0.425
H -0.69838 -5.29587 1.69101 -0.258 0.269 -0.014 0.377
H -0.07657 -3.63380 2.08000 -0.211 0.025 0.071 -0.014
Br 2.96041 -1.32567 0.14284 0.253 0.118 -0.072 -0.173
C 1.57416 0.02072 -0.17496 1.019 -0.479 -0.136 -0.547
C 0.24653 -0.59896 0.06619 -0.658 0.630 0.259 0.678
Br -0.01517 -0.87081 1.97946 -0.155 -0.132 -0.057 -0.108
H 1.70070 0.35445 -1.19867 -0.103 -0.082 -0.096 0.367
H 1.84956 0.82129 0.49595 -0.344 0.249 0.134 0.378
H 0.07393 -1.52904 -0.45898 0.220 -0.218 0.134 -0.006
H -0.54037 0.09647 -0.21596 -0.028 0.036 0.029 -0.711
Br 3.78801 -2.70609 3.69695 0.148 0.042 -0.076 -0.124
C 3.97964 -0.79229 3.92803 0.389 0.559 0.428 -0.479
C 2.87257 -0.34072 4.84265 -0.376 -0.092 -0.037 -0.464
Br 3.04763 1.55075 5.28918 -0.068 -0.088 -0.245 -0.164
H 3.95827 -0.29764 2.96234 -0.307 -0.199 -0.172 0.282
H 4.94499 -0.54688 4.36833 0.064 -0.446 0.036 0.411
H 2.86080 -0.84159 5.80235 0.238 -0.180 0.003 0.402
H 1.91624 -0.52527 4.36287 -0.145 0.347 0.028 0.102
Br -0.70198 4.46560 -6.12151 0.083 -0.013 0.088 -0.162
C -1.09660 3.15347 -4.73872 -0.323 0.006 -0.160 -0.629
C 0.03069 3.06164 -3.74904 0.420 0.052 -0.455 -0.612
Br -0.52452 1.86603 -2.32429 0.281 0.194 -0.043 0.028
H -1.24927 2.21050 -5.25273 0.041 -0.056 -0.003 0.282
H -2.04215 3.43978 -4.29163 0.041 0.141 0.107 0.395
H 0.34109 4.01014 -3.32131 -0.360 0.048 0.182 0.442
H 0.91117 2.64743 -4.23598 -0.027 -0.207 0.150 0.390


88
Properties=species:S:1:pos:R:3:forces:R:3:mulliken_charge:R:1 method="wB97M-V/def2-TZVPD" gap_ev=7.122 lumo_ev=3.9 total_charge=-2 relative_energy_kcal_mol=0.0
C -0.30516 0.11870 0.41019 1.851 1.383 -1.973 -0.086
O -1.21030 -0.47567 -0.14986 -4.696 -3.141 -2.980 -0.191
O 0.59572 0.65139 -0.29547 2.135 1.043 -0.770 0.288
O -0.33333 0.17525 1.62973 0.740 0.667 5.606 -0.241
C 2.11362 -2.30683 -0.71286 -0.153 3.178 0.630 0.215
O 3.03964 -3.25887 -1.11558 2.123 -2.072 -2.363 -0.389
C 3.91962 -2.98441 -2.17557 -0.704 0.279 1.112 0.575
O 4.16241 -1.87371 -2.56312 -0.131 -0.760 -0.262 -0.519
O 4.48881 -4.14788 -2.64103 -0.546 0.316 0.279 -0.360
C 5.33762 -4.14282 -3.81842 0.166 0.270 0.102 -0.666
H 2.58593 -1.35849 -0.45659 0.536 0.023 -0.101 0.162
H 1.64217 -2.52680 0.24497 0.094 -0.890 -0.370 -0.016
H 1.38713 -1.95200 -1.44389 -0.164 -0.901 -0.289 0.149
H 6.38029 -3.90563 -3.60704 -0.162 0.642 0.481 0.290
H 4.97150 -3.50580 -4.62357 -0.156 0.182 0.332 0.302
H 5.44448 -5.14992 -4.22145 -0.811 -0.239 0.396 0.261
O -1.35802 -1.80621 -4.85512 -0.791 -0.577 -0.736 -0.765
C -1.49330 -1.68508 -3.64405 0.801 0.196 -1.344 0.514
N -0.49952 -1.11159 -2.96193 0.249 0.054 1.168 0.033
C -2.73005 -2.05932 -2.86439 0.861 0.823 0.629 -0.089
H 0.30298 -0.71703 -3.43142 -0.341 -0.219 -0.141 0.165
H -0.60557 -0.95338 -1.97005 0.030 0.480 0.625 -0.450
H -2.81928 -3.13003 -2.68074 -0.180 0.081 -0.383 0.240
H -3.57841 -1.58112 -3.35400 -0.121 -0.468 0.002 0.257
H -2.54916 -1.56785 -1.90844 -0.597 -0.160 0.357 -0.340
O -0.66949 3.78708 -3.74936 1.956 1.518 -1.898 -0.718
C -1.43867 2.99922 -3.27618 -1.922 1.692 -0.871 0.795
N -1.09155 2.23840 -2.30387 0.604 -3.371 3.255 0.039
C -2.87913 3.08153 -3.72931 0.014 0.016 0.165 -0.567
H -1.69124 1.69860 -1.69635 -0.262 -0.120 -0.587 -0.114
H -0.13807 1.96953 -2.10720 0.323 0.521 0.039 -0.159
H -3.17025 4.11997 -3.57118 -0.190 -0.060 0.185 0.273
H -3.54379 2.39987 -3.19858 -0.006 0.093 -0.400 -0.104
H -2.87494 2.96006 -4.81251 -0.166 -0.370 0.081 0.302
O 4.39465 -0.90757 3.38855 -0.282 -0.322 -0.181 -0.788
C 3.23214 -0.82654 2.96126 2.514 -1.008 3.141 0.654
N 2.98554 -0.18030 1.85883 -1.034 0.700 -1.443 0.238
C 2.10935 -1.43494 3.76061 -0.663 0.071 -0.698 -0.385
H 3.78668 0.24821 1.41762 -0.340 0.119 -0.047 0.189
H 2.03105 0.08583 1.66331 -0.184 0.129 -0.696 -0.787
H 2.33736 -2.41853 4.17130 0.331 0.054 -0.349 0.387
H 1.26902 -1.49174 3.06871 -0.521 -0.152 0.426 -0.139
H 1.85383 -0.80906 4.61564 0.048 0.207 -0.224 0.152
O -4.02151 2.11992 4.11005 -0.250 -0.314 0.674 -0.743
C -3.05999 1.73491 3.45590 -2.035 1.833 0.047 0.397
N -2.75990 0.45423 3.26725 1.092 -0.346 -0.418 0.098
C -2.28450 2.81648 2.71666 0.604 -0.903 -0.375 -0.045
H -3.26795 -0.33061 3.64938 -0.077 0.660 0.187 0.203
H -1.93092 0.31582 2.70713 0.507 -0.779 -0.420 -0.204
H -2.90362 3.37574 2.01523 -0.455 -0.234 0.226 0.355
H -1.51203 2.33718 2.11527 0.425 0.383 0.135 -0.350
H -1.91029 3.53035 3.45046 0.258 -0.187 -0.110 0.252
O 4.49017 2.34218 -2.75570 1.865 0.808 -1.948 -0.734
C 3.57495 2.15112 -2.00723 0.320 0.889 1.703 0.674
N 2.85655 1.05882 -2.03857 -1.359 -0.898 0.190 0.094
C 3.33288 3.14348 -0.87719 -0.749 0.995 -0.241 -0.867
H 2.19312 0.91842 -1.29008 -0.804 -0.513 -0.077 -0.163
H 2.95475 0.44459 -2.83430 0.108 -0.130 0.429 0.124
H 4.13244 3.12144 -0.13671 -0.111 -0.239 0.016 0.207
H 2.34088 3.17919 -0.42688 0.044 -0.927 0.264 0.184
H 3.33743 4.14430 -1.30897 0.562 0.021 -0.343 0.410
O -1.74842 -4.23225 3.07146 0.062 -1.832 1.124 -0.765
C -1.45636 -3.61465 2.06819 -0.384 -0.063 1.319 0.588
N -1.99979 -2.41286 1.93877 -0.157 1.377 -1.205 0.176
C -0.59382 -4.19057 0.98475 -0.092 0.897 0.552 -0.399
H -2.59380 -2.05617 2.67364 0.400 -0.469 -0.028 0.060
H -1.62595 -1.74457 1.28018 0.014 0.550 -0.547 -0.437
H -1.29299 -4.86703 0.49316 0.499 0.005 -0.613 0.313
H 0.24744 -4.71991 1.43217 -0.235 -0.149 -0.024 0.243
H -0.20815 -3.34707 0.41217 -0.259 -0.473 -0.667 -0.246
O -6.20619 0.81978 0.46056 -0.636 0.408 -0.251 -0.735
C -5.04327 0.71069 0.10996 -0.512 -0.838 0.316 0.361
N -4.35027 -0.37326 0.55180 0.519 -0.153 -0.123 -0.143
C -4.44833 1.71627 -0.86161 0.516 -0.686 1.198 -0.057
H -4.86102 -1.01333 1.14301 -0.145 0.361 -0.046 0.239
H -3.34733 -0.43673 0.65275 0.368 0.293 -0.696 0.019
H -4.82056 2.66254 -0.46906 0.089 0.165 -0.615 0.258
H -4.75747 1.47992 -1.87978 -0.238 0.154 0.225 0.318
H -3.36063 1.67432 -0.80453 -0.060 0.137 -0.031 -0.440
O 2.22392 2.75918 4.55234 0.243 0.423 0.916 -0.750
C 1.47134 2.37569 3.67153 2.016 0.914 0.631 0.355
N 0.49555 1.49307 3.87977 -0.361 0.286 -0.705 0.271
C 1.68793 2.89545 2.26353 -0.698 -0.257 -1.036 0.011
H 0.24468 1.12869 4.78773 0.406 0.144 -0.295 0.250
H 0.19063 1.10201 2.99989 -0.913 -0.929 -0.238 -0.255
H 0.70998 3.18097 1.87599 0.002 -0.105 -0.403 0.198
H 2.11950 2.16390 1.58039 -0.593 -0.443 0.186 -0.397
H 2.36867 3.72406 2.06832 -0.046 0.255 1.211 0.465


81
Properties=species:S:1:pos:R:3:forces:R:3:mulliken_charge:R:1 method="wB97M-V/def2-TZVPD" gap_ev="6.942 / 6.833" lumo_ev="-2.1 / -3.8" total_charge=+1 spin_multiplicity=5 relative_energy_kcal_mol=0.0
Rh 0.22216 -0.28329 1.69828 -0.376 0.085 -0.496 -0.258
C 1.65728 -4.43229 0.65777 0.407 0.165 0.157 -0.688
C 2.06808 -3.58986 -0.54301 -0.210 0.153 0.174 -1.067
S 1.71750 -1.80378 -0.34481 -0.030 -0.314 -0.158 0.490
C 3.35052 -1.02638 -0.19337 -0.423 -0.037 0.078 -0.961
C 3.87735 -1.01143 1.22663 -0.069 0.285 -0.002 -0.696
S 2.68628 -0.31404 2.43603 0.342 -0.187 0.295 -0.060
C 2.57991 -1.74791 3.57267 -0.230 0.126 -0.138 -0.872
C 1.76500 -2.93851 3.06598 0.271 -0.110 -0.040 -0.125
S 2.72864 -4.16360 2.11041 -0.229 0.007 -0.091 -0.151
H 1.75968 -5.49056 0.41621 -0.074 0.004 -0.047 0.526
H 0.62132 -4.24172 0.93470 -0.034 -0.079 0.022 0.222
H 1.50626 -3.90146 -1.42724 0.069 -0.002 0.011 0.482
H 3.13337 -3.70003 -0.73880 0.000 -0.007 -0.080 0.542
H 3.19876 -0.01348 -0.57232 0.049 -0.009 -0.039 0.221
H 4.03975 -1.54367 -0.86062 0.025 0.059 -0.030 0.599
H 4.77858 -0.40126 1.29333 0.002 -0.008 -0.028 0.548
H 4.09924 -2.02145 1.55510 0.052 0.002 0.017 0.265
H 2.10891 -1.34630 4.46979 0.040 0.013 0.027 0.342
H 3.60423 -2.03204 3.81153 -0.002 0.039 0.093 0.640
H 0.95260 -2.59185 2.42950 -0.071 -0.110 0.074 -0.333
H 1.33598 -3.46473 3.91615 -0.026 0.064 0.053 0.669
O -3.01332 1.54026 0.38973 -0.060 -0.032 -0.084 -0.621
C -2.31661 2.17775 -0.34980 0.195 0.349 0.180 -0.237
O -0.14826 0.60265 -0.41514 -0.106 -0.278 0.223 0.276
C -2.43359 2.14809 -1.84299 -0.132 -0.274 -0.321 0.196
C -3.42126 2.90885 -2.46054 -0.013 -0.014 0.105 -0.390
C -3.49224 2.97278 -3.84217 -0.023 0.023 -0.038 -0.810
C -2.57861 2.27935 -4.62301 -0.024 -0.072 -0.041 -0.844
C -1.62427 1.48118 -4.01733 0.055 0.049 0.025 -0.998
C -1.55137 1.40401 -2.62822 0.125 0.052 0.234 1.208
P -0.41683 0.22682 -1.85140 -0.129 0.021 -0.403 0.691
C -1.26794 -1.36145 -2.06047 0.275 0.166 0.116 0.983
C -1.73077 -2.03234 -0.93062 0.102 0.068 -0.063 -0.263
C -2.44712 -3.21060 -1.06625 -0.054 -0.037 0.005 -0.829
C -2.71338 -3.71746 -2.33046 -0.030 -0.025 0.055 -0.637
C -2.27739 -3.04014 -3.45943 0.003 0.056 -0.070 -0.894
C -1.56064 -1.86094 -3.32745 0.058 -0.020 -0.017 -0.509
C 1.09040 0.36043 -2.84681 -0.139 -0.183 0.224 0.581
C 1.61595 -0.64493 -3.64975 -0.108 -0.003 0.015 -0.159
C 2.82129 -0.44175 -4.30314 0.050 -0.019 -0.069 -0.764
C 3.50076 0.76060 -4.15709 0.051 0.002 0.020 -0.636
C 2.98754 1.76106 -3.34332 -0.065 -0.017 0.041 -0.735
C 1.78185 1.55983 -2.68868 0.002 0.020 -0.018 -0.710
H -4.13262 3.44810 -1.84763 0.019 0.045 -0.018 0.581
H -4.25912 3.57162 -4.31512 -0.003 0.011 0.018 0.414
H -2.62030 2.34834 -5.70164 -0.005 -0.001 0.002 0.459
H -0.91781 0.92645 -4.62397 -0.011 0.049 -0.027 0.305
H -1.54646 -1.61748 0.05187 -0.008 0.005 0.075 0.429
H -2.81866 -3.72330 -0.18806 0.024 0.018 -0.005 0.497
H -3.27986 -4.63326 -2.43608 0.002 0.002 -0.002 0.418
H -2.51379 -3.41996 -4.44447 0.036 -0.010 0.000 0.467
H -1.23665 -1.32682 -4.21231 -0.043 -0.050 -0.014 0.340
H 1.08905 -1.58538 -3.75401 0.064 -0.019 0.016 0.463
H 3.23809 -1.22579 -4.92194 -0.026 0.017 -0.026 0.466
H 4.43823 0.91921 -4.67379 0.004 -0.029 0.001 0.415
H 3.52559 2.69025 -3.21212 -0.009 0.012 -0.032 0.489
H 1.37528 2.32862 -2.04094 0.042 0.042 -0.030 0.263
S -1.30542 3.44311 4.13835 0.071 -0.256 -0.287 -0.339
C -1.53004 4.00884 2.51830 0.365 -0.564 0.010 1.042
C -2.07303 5.23136 2.12492 -0.147 0.326 -0.026 -0.778
C -2.16203 5.50009 0.74035 -0.030 0.014 0.037 -0.730
C -1.77847 4.59272 -0.18864 0.081 0.081 -0.047 -1.039
C -1.27571 3.22233 0.16169 -0.102 -0.337 0.023 2.391
C -1.08243 3.03557 1.62242 -0.215 0.757 0.306 -2.015
N -0.59949 1.91116 2.19981 0.272 -0.420 0.417 0.444
C -0.67095 1.95659 3.51338 -0.253 0.662 -0.220 0.434
C -0.49194 0.77683 4.33266 0.075 -0.498 0.372 1.292
C -0.37809 0.85196 5.72112 -0.076 0.130 -0.240 -0.683
C -0.40170 -0.30573 6.47820 0.023 -0.019 0.081 -0.775
C -0.59995 -1.52827 5.85391 -0.115 -0.006 0.037 -0.605
C -0.70130 -1.59956 4.46789 -0.091 -0.106 -0.169 -0.170
C -0.58128 -0.46587 3.67189 0.359 0.314 -0.254 -0.452
H -2.41178 5.95432 2.85275 0.018 -0.003 -0.006 0.425
H -2.53849 6.46346 0.42154 0.010 -0.006 -0.014 0.419
H -1.83203 4.83628 -1.24136 -0.010 0.011 0.009 0.578
H -0.35342 3.02012 -0.39087 0.027 -0.058 -0.006 -0.496
H -0.28271 1.82143 6.19730 0.013 -0.035 0.066 0.445
H -0.30058 -0.24960 7.55380 -0.008 -0.016 -0.002 0.422
H -0.68940 -2.42880 6.44860 0.003 -0.006 -0.010 0.420
H -0.89634 -2.56335 4.01261 0.125 -0.028 -0.013 0.529


18
Properties=species:S:1:pos:R:3:forces:R:3:mulliken_charge:R:1 method="wB97M-V/def2-TZVPD" gap_ev=9.353 lumo_ev=0.5 total_charge=0 relative_energy_kcal_mol=105.8
H 0.78815 3.26404 -0.68913 0.160 0.908 0.105 0.277
N -0.05379 2.78948 -0.41489 -0.082 0.713 -0.343 -0.681
C 0.30127 1.66982 0.01573 1.047 -1.160 -0.238 0.693
S 2.07424 1.44217 0.43224 0.376 -1.015 -0.299 -0.283
C 2.46895 -0.36357 -0.04427 -5.962 2.550 0.953 0.576
O 3.48904 -0.86647 -0.31670 1.046 -0.701 -0.198 -0.470
N 1.13142 -0.91436 -0.14251 1.843 -1.956 -0.837 0.077
O 1.18735 -2.29422 -0.46659 0.130 -0.578 -0.163 -0.527
C -0.27070 -0.65775 0.28481 3.096 -0.868 1.294 0.330
C -1.00415 -1.67927 0.76896 1.424 -0.865 -2.094 -0.941
N -0.59591 0.65298 0.17460 -0.059 -1.166 1.154 0.040
C -1.98972 0.86671 0.01976 -1.224 2.677 1.509 -1.245
H 2.01927 -2.52286 -0.92226 -0.130 0.840 0.267 0.334
H -2.05793 -1.58166 0.92088 -0.251 0.048 0.299 0.372
H -0.53946 -2.67369 0.49230 -1.036 1.219 1.071 0.306
H -2.68750 0.78554 0.97922 1.871 0.463 -1.685 0.212
H -1.87464 1.88291 -0.40529 -1.759 -0.196 0.291 0.446
H -2.38590 0.20020 -0.68684 -0.491 -0.911 -1.087 0.484